1.
Here is a cluster of 2 separate species, C24H22N3 in total in a non-equilibrium geometry from OMol25. Energies are from ωB97M-V/def2-TZVPD.

HOMO energy = -10.2 eV
Frontier orbital gap = 5.25 eV
Total charge = +1
Energy = -29707.687 eV
Spin multiplicity = 1

```
49
Properties=species:S:1:pos:R:3:mulliken_charge:R:1
C 0.986 2.329 1.591 -0.421
N -0.301 2.446 1.464 0.591
N -1.471 2.543 1.372 -0.778
C 1.570 1.715 2.716 0.915
C 2.961 1.558 2.831 -0.554
C 3.508 0.947 3.930 -0.585
C 2.693 0.481 4.946 -0.464
C 1.320 0.627 4.856 -0.639
C 0.764 1.230 3.758 -0.475
H 1.606 2.732 0.811 0.470
H 3.594 1.908 2.038 0.391
H 4.576 0.813 3.997 0.410
H 3.128 -0.011 5.800 0.402
H 0.685 0.254 5.643 0.420
H -0.301 1.334 3.668 0.335
C 2.021 -2.405 1.229 -1.337
C 0.614 -2.282 0.779 -0.201
N -0.428 -2.942 1.355 0.149
C -1.625 -2.606 0.721 -0.562
C -1.324 -1.680 -0.292 1.286
C -2.359 -1.105 -1.037 -0.271
C -3.651 -1.508 -0.800 -0.873
C -3.939 -2.467 0.171 -0.618
C -2.944 -3.014 0.947 -0.836
C 0.116 -1.488 -0.287 1.510
C 0.867 -0.599 -1.091 -0.206
C 0.399 0.157 -2.229 -0.121
C -0.389 -0.410 -3.255 -0.812
C -0.886 0.361 -4.278 -0.382
C -0.642 1.731 -4.328 0.981
C -1.277 2.576 -5.382 -1.454
C 0.174 2.295 -3.352 -0.794
C 0.712 1.530 -2.346 -0.725
H 2.690 -1.780 0.641 0.313
H 2.126 -2.103 2.271 0.323
H 2.376 -3.432 1.139 0.381
H -0.373 -3.580 2.149 0.256
H -2.141 -0.348 -1.765 0.424
H -4.449 -1.073 -1.377 0.454
H -4.960 -2.792 0.301 0.404
H -3.167 -3.750 1.699 0.435
H 1.870 -0.386 -0.762 0.365
H -0.602 -1.464 -3.227 0.580
H -1.487 -0.088 -5.052 0.453
H -0.953 3.616 -5.313 0.358
H -1.023 2.219 -6.381 0.358
H -2.364 2.566 -5.285 0.329
H 0.368 3.354 -3.386 0.349
H 1.332 1.992 -1.599 0.467
```

2.
Here is a structure of composition C8H20AsF6MgNO7 in a non-equilibrium geometry from OMol25. Energies are from ωB97M-V/def2-TZVPD.

HOMO energy = -8.2 eV
Frontier orbital gap = 3.02 eV
Total charge = 0
Energy = -107022.259 eV
Spin multiplicity = 1

```
44
Properties=species:S:1:pos:R:3:mulliken_charge:R:1
Mg -3.480 1.171 -9.105 1.576
N -6.886 2.199 -5.509 1.051
O -6.949 1.833 -4.344 -0.550
O -6.132 1.700 -6.261 -0.563
O -7.638 3.105 -5.936 -0.585
As 0.278 3.837 -5.696 1.992
F 0.481 5.270 -6.786 -0.491
F -0.919 4.822 -4.821 -0.471
F -0.149 2.504 -4.581 -0.479
F 1.448 2.757 -6.607 -0.511
F 1.652 4.418 -4.624 -0.511
F -0.965 3.269 -6.866 -0.533
C -4.940 4.789 -10.021 -0.789
O -4.967 3.432 -10.562 -0.245
C -6.067 3.143 -11.514 -0.508
C -5.965 1.746 -12.108 -0.605
O -5.682 0.913 -11.036 -0.263
C -6.705 -0.078 -10.722 -0.819
H -5.257 4.842 -8.979 0.291
H -5.440 5.464 -10.714 0.337
H -3.890 5.082 -10.026 0.284
H -6.168 3.944 -12.246 0.407
H -6.913 3.122 -10.828 0.334
H -5.171 1.780 -12.854 0.286
H -6.891 1.434 -12.591 0.406
H -6.494 -0.570 -9.772 0.250
H -7.054 -0.744 -11.511 0.312
H -7.536 0.592 -10.503 0.387
C -1.805 -1.984 -7.725 -0.857
O -1.677 -1.278 -8.946 -0.322
C -0.699 -1.787 -9.863 -0.525
C -0.167 -0.643 -10.715 -0.524
O -1.131 0.425 -10.897 -0.284
C -0.654 1.394 -11.897 -0.782
H -1.901 -3.068 -7.785 0.349
H -2.678 -1.663 -7.157 0.239
H -1.043 -1.674 -7.010 0.397
H -1.265 -2.378 -10.583 0.238
H 0.034 -2.351 -9.286 0.415
H 0.095 -1.040 -11.696 0.362
H 0.773 -0.241 -10.339 0.397
H -1.126 2.344 -11.645 0.238
H -0.921 1.016 -12.883 0.322
H 0.412 1.613 -11.946 0.349
```

3.
Here is a cluster of 2 separate species, H4N4O2S in total in a non-equilibrium geometry from OMol25. Energies are from ωB97M-V/def2-TZVPD.

HOMO energy = -8.8 eV
Frontier orbital gap = 8.24 eV
Total charge = 0
Energy = -20948.777 eV
Spin multiplicity = 1

```
11
Properties=species:S:1:pos:R:3:mulliken_charge:R:1
N -0.977 -0.649 0.108 -0.359
N 2.721 0.505 -0.235 -0.576
N 0.451 0.609 -0.538 -0.462
N 1.436 0.093 -0.004 0.553
O -2.619 1.168 0.773 -0.535
O -3.308 -1.118 -0.097 -0.491
S -2.311 0.246 -0.302 0.593
H 2.742 1.405 -0.709 0.305
H 3.322 0.447 0.581 0.269
H -2.804 -1.932 -0.123 0.355
H 1.346 -0.774 0.547 0.347
```

4.
Here is a cluster of 14 separate species, H28O14 in total from OMol25. Energies are from ωB97M-V/def2-TZVPD.

HOMO energy = -10.4 eV
Frontier orbital gap = 10.44 eV
Total charge = 0
Energy = -29121.000 eV
Spin multiplicity = 1

```
42
Properties=species:S:1:pos:R:3:mulliken_charge:R:1
O 3.648 -0.083 0.386 -0.679
H 3.554 0.602 -0.291 0.316
H 3.377 -0.913 -0.053 0.352
O -3.578 -0.552 1.684 -0.690
H -4.269 -0.618 1.019 0.310
H -2.917 0.027 1.283 0.326
O -0.538 1.030 2.637 -0.636
H 0.306 0.735 2.259 0.215
H -0.357 1.910 2.984 0.274
O 2.316 -2.102 -0.986 -0.556
H 2.791 -2.162 -1.825 0.278
H 2.087 -3.016 -0.767 0.242
O 0.636 2.858 -0.489 -0.717
H 0.456 1.950 -0.196 0.244
H 1.081 2.752 -1.338 0.307
O 2.033 0.714 -2.291 -0.613
H 2.146 0.238 -3.121 0.326
H 1.618 0.068 -1.693 0.186
O -1.285 -2.116 0.856 -0.605
H -2.043 -1.873 1.406 0.329
H -1.676 -2.521 0.075 0.232
O -0.248 -1.311 -2.886 -0.620
H -0.632 -1.735 -2.110 0.265
H -0.851 -0.579 -3.079 0.322
O 0.476 0.096 0.182 0.654
H 0.929 -0.762 0.225 0.068
H -0.467 -0.129 0.198 0.019
O -2.998 -0.514 -1.260 -0.512
H -3.757 -0.469 -1.853 0.252
H -2.622 0.376 -1.272 0.226
O 2.327 0.447 2.956 -0.745
H 2.451 0.320 1.995 0.368
H 2.688 1.323 3.132 0.289
O 1.283 -1.991 2.691 -0.658
H 0.420 -2.058 3.111 0.289
H 1.687 -1.202 3.102 0.400
O -0.931 1.488 -2.709 -0.647
H -0.062 1.637 -3.103 0.312
H -0.877 1.915 -1.840 0.314
O -2.458 1.809 0.231 -0.591
H -2.980 2.363 -0.364 0.286
H -2.765 2.047 1.116 0.267
```

For each record above, in turn, the calculated ΔE to the lowest compared entry with this formula, charge and spin values are 132.5 1046.5 249.1 62.9 kJ/mol.
For each record above, in turn, the calculated lowest unoccupied orbital energy values are -4.9 -5.2 -0.6 0.0 eV.